{"formula": "C45H39BN8O2Sr", "method": "ωB97M-V/def2-TZVPD", "symbols": ["Sr", "C", "C", "C", "C", "N", "N", "B", "N", "N", "C", "C", "C", "C", "C", "C", "C", "C", "C", "C", "N", "N", "C", "C", "C", "C", "C", "C", "C", "C", "C", "C", "C", "C", "C", "C", "C", "C", "H", "H", "H", "H", "H", "H", "H", "H", "H", "H", "H", "H", "H", "H", "H", "H", "H", "H", "H", "H", "H", "H", "H", "H", "H", "H", "H", "H", "O", "C", "N", "C", "C", "O", "N", "C", "C", "C", "C", "C", "C", "C", "C", "C", "C", "C", "C", "H", "H", "H", "H", "H", "H", "H", "H", "H", "H", "H"], "xyz": [[0.91676, -0.25887, -0.03225], [3.17936, 4.52282, 1.78415], [2.28616, 3.74023, 0.88955], [1.40876, 4.23202, -0.05305], [0.84036, 3.10483, -0.66695], [1.36226, 2.00933, -0.10715], [2.22706, 2.39423, 0.83775], [3.08366, 1.43903, 1.69285], [3.98036, 0.57533, 0.79635], [3.55266, -0.32347, -0.09995], [4.63676, -0.88537, -0.64895], [5.78646, -0.31877, -0.07565], [5.32796, 0.60123, 0.83585], [6.14986, 1.47233, 1.71635], [4.64326, -1.91617, -1.67695], [3.48166, -2.45937, -2.22175], [3.55726, -3.43267, -3.20195], [4.78566, -3.88437, -3.65755], [5.94646, -3.35397, -3.12215], [5.87456, -2.38357, -2.14505], [2.25416, 0.54473, 2.62565], [1.42266, -0.42197, 2.22375], [0.87686, -0.97697, 3.30805], [1.40446, -0.34587, 4.44715], [2.27766, 0.60793, 3.97275], [3.14506, 1.51883, 4.76585], [-0.13574, -2.02507, 3.29865], [-0.67054, -2.44467, 4.51845], [-1.67704, -3.38647, 4.57485], [-2.20404, -3.90937, 3.40645], [-1.67294, -3.51727, 2.18775], [-0.63024, -2.60947, 2.13295], [-0.15774, 3.10653, -1.73095], [-0.59764, 1.94203, -2.35805], [-1.59254, 1.98723, -3.31745], [-2.13924, 3.19903, -3.70675], [-1.66864, 4.36882, -3.13505], [-0.70084, 4.32243, -2.15205], [3.02096, 5.58322, 1.61805], [4.22296, 4.29473, 1.57775], [2.98326, 4.30423, 2.83075], [1.22156, 5.26472, -0.25665], [3.78386, 2.10553, 2.36555], [6.81316, -0.53477, -0.28035], [7.20156, 1.28183, 1.52815], [5.94496, 1.27093, 2.76475], [5.94986, 2.52363, 1.52495], [2.50876, -2.11457, -1.87835], [2.64786, -3.84037, -3.61615], [4.84006, -4.64237, -4.42435], [6.91216, -3.69247, -3.46585], [6.79046, -1.98357, -1.74325], [1.18516, -0.53087, 5.47675], [2.97826, 1.35533, 5.82535], [2.93736, 2.56183, 4.54155], [4.19396, 1.32603, 4.54975], [-0.29884, -2.02317, 5.43745], [-2.06334, -3.69797, 5.53375], [-3.01744, -4.61927, 3.44475], [-2.08024, -3.92227, 1.27165], [-0.20354, -2.35037, 1.16935], [-0.15804, 0.98543, -2.10665], [-1.93934, 1.06433, -3.75715], [-2.91744, 3.23113, -4.45505], [-2.06154, 5.32323, -3.45175], [-0.36224, 5.24372, -1.70705], [-1.58824, 0.48713, 1.94205], [-2.05454, 0.05923, 0.90525], [-3.37334, -0.10697, 0.61195], [-3.57134, -0.55877, -0.74735], [-2.08984, -0.71477, -1.17095], [-1.67924, -1.12707, -2.24435], [-1.31224, -0.32957, -0.16975], [-4.35014, -1.85927, -0.77645], [-5.69474, -1.84677, -0.41735], [-6.42004, -3.02447, -0.37225], [-5.81464, -4.22857, -0.69455], [-4.48674, -4.24257, -1.08435], [-3.75794, -3.06507, -1.12165], [-4.23854, 0.48073, -1.62325], [-4.61234, 1.72293, -1.12835], [-5.23804, 2.64573, -1.94895], [-5.48274, 2.34583, -3.27765], [-5.09584, 1.11423, -3.78165], [-4.48664, 0.18343, -2.95875], [-4.11744, 0.03183, 1.27065], [-6.18364, -0.91147, -0.18245], [-7.46144, -3.00647, -0.08065], [-6.37524, -5.15167, -0.63855], [-4.01134, -5.17648, -1.35075], [-2.72814, -3.08237, -1.44205], [-4.41354, 1.97813, -0.09855], [-5.53214, 3.60573, -1.54845], [-5.96334, 3.07203, -3.91935], [-5.27244, 0.87973, -4.82265], [-4.18974, -0.77697, -3.35215]], "lowdin_charge": [1.57, -0.01, -0.25, 0.04, -0.22, -0.07, 0.02, -0.52, 0.01, 0.03, -0.23, 0.03, -0.26, -0.01, -0.16, -0.03, -0.08, -0.09, -0.08, -0.03, 0.02, -0.07, -0.23, 0.04, -0.25, -0.01, -0.15, -0.02, -0.08, -0.08, -0.07, -0.04, -0.15, -0.03, -0.06, -0.08, -0.08, -0.03, 0.08, 0.08, 0.08, 0.10, 0.10, 0.10, 0.08, 0.08, 0.08, 0.09, 0.10, 0.10, 0.10, 0.10, 0.10, 0.08, 0.07, 0.08, 0.10, 0.10, 0.10, 0.10, 0.08, 0.07, 0.10, 0.10, 0.10, 0.10, 0.06, -0.59, 0.17, -0.27, -0.49, 0.04, -0.09, -0.14, -0.02, -0.08, -0.09, -0.08, -0.03, -0.15, -0.02, -0.08, -0.10, -0.08, -0.03, 0.16, 0.12, 0.10, 0.10, 0.10, 0.11, 0.11, 0.10, 0.10, 0.11, 0.13], "charge": 0, "homo_energy_ev": -8.139, "lumo_ev": 0.44, "orbital_gap_ev": 8.582, "de_lowest_kcal_mol": 37.0}